*1*
Entry from OMol25: 2 unconnected molecules or ions with the total composition C5H12O3 (ωB97M-V with the def2-TZVPD basis set).

```
! wB97M-V def2-TZVPD RIJCOSX def2/J DEFGRID3
* xyz 0 1
H -2.477 -0.213 -2.854
O -2.206 -1.610 -0.883
H -1.358 1.449 -0.467
C -1.142 0.444 -0.102
C 1.477 1.952 0.974
H 1.357 2.602 0.104
O -2.427 0.294 -2.053
C -1.950 -0.442 -1.019
H 0.836 2.285 1.785
C 0.345 0.067 -0.376
O 0.303 -2.703 0.721
H 0.867 -3.459 0.517
H 0.680 0.416 -1.361
H 2.493 2.208 1.333
H 0.342 -1.003 -0.558
H 2.341 -0.027 0.544
C 1.377 0.442 0.681
H -0.573 -3.002 0.429
H 1.007 0.099 1.631
H -1.292 0.202 0.955
*
```

Summary:
Highest occupied orbital energy (eV): -10.423
LUMO level (eV): 0.72
Gap between HOMO and LUMO (eV): 11.14
SMILES string: CCCCC(=O)O.O

Results of the Mulliken charge analysis, in e, for atoms 1 through 6:
1 H 0.33
2 O -0.54
3 H 0.29
4 C -0.32
5 C -1.19
6 H 0.31



*2*
Entry from OMol25: a molecular structure, C5H12O3 (ωB97M-V with the def2-TZVPD basis set).

```
! wB97M-V def2-TZVPD RIJCOSX def2/J DEFGRID3
* xyz 0 1
H -1.650 2.138 -1.719
O -1.127 0.766 -0.296
H -0.542 -1.801 1.824
H -0.788 0.690 -2.339
H 1.627 -0.812 -1.292
H -2.072 -0.911 1.785
H -0.035 1.403 -0.117
H 1.454 0.519 1.660
C 1.549 -0.931 -0.212
H 2.858 0.938 0.555
H 2.541 -1.148 0.180
H -2.486 0.549 -1.832
H -0.552 -0.033 2.034
C -1.014 -0.870 1.521
O 1.092 1.778 0.089
H 1.059 -1.889 -0.085
C -1.542 1.058 -1.639
C -0.913 -0.740 0.030
C 1.776 0.827 0.659
O -1.235 -1.531 -0.804
*
```

Summary:
Highest occupied orbital energy (eV): -8.506
LUMO level (eV): 0.60
Gap between HOMO and LUMO (eV): 9.11

Results of the Mulliken charge analysis, in e, for atoms 1 through 6:
1 H 0.28
2 O -0.32
3 H 0.31
4 H 0.30
5 H 0.27
6 H 0.34



*3*
Entry from OMol25: 3 unconnected molecules or ions with the total composition C5H12O3 (ωB97M-V with the def2-TZVPD basis set).

```
! wB97M-V def2-TZVPD RIJCOSX def2/J DEFGRID3
* xyz 0 1
H -2.940 -1.406 1.671
C -0.056 1.289 0.281
H -0.837 -0.659 0.899
C -2.514 0.516 0.800
H 1.110 -2.024 -2.788
H -0.023 2.342 0.557
H -4.504 -0.572 1.277
O 2.519 1.357 0.406
H -3.676 0.114 2.497
H 2.283 -1.385 -1.899
H -3.049 1.231 0.259
H 1.385 -0.234 0.213
O 1.180 -1.557 -1.969
H 4.335 -0.941 -1.576
O 3.521 -0.511 -1.356
C 1.303 0.765 -0.100
H 1.294 0.806 -1.202
C -3.407 -0.416 1.510
H 3.209 0.889 -0.083
C -1.132 0.396 0.603
*
```

Summary:
Highest occupied orbital energy (eV): -7.296
LUMO level (eV): -3.29
Gap between HOMO and LUMO (eV): 4.01

Results of the Mulliken charge analysis, in e, for atoms 1 through 6:
1 H 0.33
2 C -0.06
3 H 0.21
4 C 0.15
5 H 0.27
6 H 0.41



*4*
Entry from OMol25: a molecular structure, C5H12O3 (ωB97M-V with the def2-TZVPD basis set).

```
! wB97M-V def2-TZVPD RIJCOSX def2/J DEFGRID3
* xyz 0 1
C 2.109 -0.688 -0.961
H -0.198 1.526 0.849
H 3.111 -1.064 -0.696
H -1.566 -1.871 -0.807
H 1.442 -1.549 -1.044
O -0.838 -1.034 1.168
C -0.309 0.956 -0.059
H -3.178 0.256 0.821
O 1.582 -0.232 1.384
C -2.569 0.926 0.218
C -1.005 -0.291 0.074
H 2.407 -0.706 1.561
H -0.369 1.450 -1.016
H 2.183 -0.228 -1.948
H 2.192 1.230 0.041
H -2.523 1.876 0.742
C 1.583 0.318 0.033
O -1.218 -1.004 -1.057
H -2.945 1.012 -0.797
H 0.109 -0.883 1.493
*
```

Summary:
Highest occupied orbital energy (eV): -7.339
LUMO level (eV): 0.73
Gap between HOMO and LUMO (eV): 8.07

Results of the Mulliken charge analysis, in e, for atoms 1 through 6:
1 C -1.17
2 H 0.43
3 H 0.40
4 H 0.37
5 H 0.26
6 O -0.62



List of relative energies, unit kcal/mol: *1* 0.0; *2* 85.4; *3* 142.1; *4* 82.9



*1*
Entry from OMol25: a molecular structure, C5H12O3 (ωB97M-V with the def2-TZVPD basis set).

```
! wB97M-V def2-TZVPD RIJCOSX def2/J DEFGRID3
* xyz 0 1
H 2.451 -1.505 -0.799
C -0.756 1.214 0.236
H 3.744 -0.026 -1.062
H -3.067 -0.337 0.201
O -2.854 -0.744 1.275
H -0.819 -0.861 -0.215
C 1.213 -0.297 -0.068
H -3.656 -1.176 1.586
H -0.928 1.426 -0.823
C 2.148 0.637 0.163
H 4.270 0.600 0.541
C -0.186 -0.186 0.366
C 3.559 0.733 -0.289
H -3.903 0.079 -1.420
H 3.789 1.687 -0.754
H -0.272 -0.537 1.409
O -3.100 0.227 -0.911
O 1.489 -1.502 -0.685
H -1.710 1.298 0.721
H -0.070 1.954 0.645
*
```

Summary:
Highest occupied orbital energy (eV): -7.446
LUMO level (eV): -4.66
Gap between HOMO and LUMO (eV): 2.79

Results of the Mulliken charge analysis, in e, for atoms 1 through 6:
1 H 0.30
2 C -1.27
3 H 0.36
4 H 0.36
5 O -0.77
6 H 0.41



*2*
Entry from OMol25: 3 unconnected molecules or ions with the total composition C5H12O3 (ωB97M-V with the def2-TZVPD basis set).

```
! wB97M-V def2-TZVPD RIJCOSX def2/J DEFGRID3
* xyz 0 1
H 2.428 1.338 -2.210
C -1.415 -0.094 0.426
O 2.026 0.700 1.293
C -1.130 0.484 -0.932
H -1.730 -1.174 2.547
H 1.099 1.070 1.195
O -0.435 1.694 -0.705
O 1.830 0.679 -1.917
H 2.180 0.420 -1.053
H -0.452 -2.619 2.077
H -1.805 0.471 1.175
H -0.105 -1.666 -0.145
H -1.127 0.336 -3.251
C -0.575 -1.129 0.722
C -0.723 -1.563 2.143
C -1.287 -0.025 -2.204
H 0.455 1.488 -1.126
H 2.515 1.620 1.372
H -1.861 -0.910 -2.144
H 0.113 -1.120 2.736
*
```

Summary:
Highest occupied orbital energy (eV): -8.587
LUMO level (eV): 0.40
Gap between HOMO and LUMO (eV): 8.98
SMILES string: C=C(O)/C=C/C.O.O

Results of the Mulliken charge analysis, in e, for atoms 1 through 6:
1 H 0.30
2 C -0.61
3 O -0.67
4 C 0.51
5 H 0.31
6 H 0.35



List of relative energies, unit kcal/mol: *1* 121.9; *2* 0.0



*1*
Entry from OMol25: 5 unconnected molecules or ions with the total composition C3H16O4S (ωB97M-V with the def2-TZVPD basis set).

```
! wB97M-V def2-TZVPD RIJCOSX def2/J DEFGRID3
* xyz 0 1
O 2.810 -1.888 0.007
H 0.572 0.730 -1.093
C -0.007 1.654 -0.937
H 3.316 -1.913 0.821
C -1.891 0.072 0.206
H 3.158 -1.035 -0.352
H -1.494 -1.358 -3.175
H -2.906 -0.015 -0.150
H -0.778 -3.275 0.111
H -0.034 -0.187 3.511
H 0.683 3.803 -0.787
O 0.663 0.280 3.925
O -2.317 -1.370 -2.674
H 1.598 2.597 0.272
O -0.701 -2.606 0.792
H -2.064 -0.300 1.262
H 1.784 2.491 -1.492
H -0.561 1.910 -1.846
H 0.127 -2.185 0.520
C 1.050 2.716 -0.674
H -2.053 -1.676 -1.780
H -1.167 -0.617 -0.272
H 1.458 0.431 3.387
S -1.246 1.741 0.417
*
```

Summary:
Highest occupied orbital energy (eV): -8.440
LUMO level (eV): 0.00
Gap between HOMO and LUMO (eV): 8.44
SMILES string: CCSC.O.O.O.O

Results of the Mulliken charge analysis, in e, for atoms 1 through 6:
1 O -0.63
2 H 0.25
3 C -0.23
4 H 0.32
5 C -0.33
6 H 0.32



*2*
Entry from OMol25: 5 unconnected molecules or ions with the total composition C3H16O4S (ωB97M-V with the def2-TZVPD basis set).

```
! wB97M-V def2-TZVPD RIJCOSX def2/J DEFGRID3
* xyz 0 1
S -1.644 -0.185 3.169
H -1.620 -1.376 1.052
O -2.876 4.021 2.334
O 5.502 0.097 -4.926
C -0.862 -1.307 1.856
H 1.919 -0.640 -0.041
O -4.491 0.860 2.394
H -3.979 1.606 2.727
H -2.166 3.367 2.362
H -0.877 -2.308 2.283
H -5.182 0.594 3.010
H -2.544 0.269 2.282
H 2.067 -1.739 -6.305
H 1.010 -0.624 2.240
H 0.597 -1.700 -0.601
O 2.111 -1.010 -5.676
H 5.865 0.352 -4.065
H 0.055 0.422 1.072
H 4.862 -0.541 -4.569
H 1.569 -2.286 0.680
H 2.134 -0.170 -6.137
H -2.978 4.249 3.265
C 0.365 -0.607 1.349
C 1.162 -1.343 0.246
*
```

Summary:
Highest occupied orbital energy (eV): -8.914
LUMO level (eV): 0.48
Gap between HOMO and LUMO (eV): 9.39
SMILES string: CCCS.O.O.O.O

Results of the Mulliken charge analysis, in e, for atoms 1 through 6:
1 S -0.18
2 H 0.31
3 O -0.65
4 O -0.64
5 C -0.84
6 H 0.32



List of relative energies, unit kcal/mol: *1* 5.2; *2* 0.0



*1*
Entry from OMol25: a gas-phase ion, C4H8N3OS (charge +1) (ωB97M-V with the def2-TZVPD basis set).

```
! wB97M-V def2-TZVPD RIJCOSX def2/J DEFGRID3
* xyz 1 1
N 0.500 -0.391 1.036
H 1.449 0.090 1.097
H -2.572 0.350 -1.175
C -0.536 0.341 0.493
H 2.647 -3.550 0.740
C 2.557 -2.432 0.732
H 3.934 -1.537 -0.247
S 0.892 -1.993 1.359
N 2.955 -1.521 0.077
H -3.361 1.892 -1.511
C -0.353 1.492 -0.256
H 0.542 2.029 -0.354
O -1.770 -0.128 0.640
C -1.398 2.009 -0.975
N -2.526 1.374 -1.236
H -1.301 3.049 -1.455
H -1.658 -1.073 1.034
*
```

Summary:
Highest occupied orbital energy (eV): -12.406
LUMO level (eV): -4.23
Gap between HOMO and LUMO (eV): 8.18
SMILES string: [H]/N=C/SN/C(O)=C/C=[NH2+]

Results of the Mulliken charge analysis, in e, for atoms 1 through 6:
1 N -0.39
2 H 0.33
3 H 0.24
4 C 0.99
5 H 0.32
6 C 0.12



*2*
Entry from OMol25: a gas-phase ion, C4H8N3OS (charge +1) (ωB97M-V with the def2-TZVPD basis set).

```
! wB97M-V def2-TZVPD RIJCOSX def2/J DEFGRID3
* xyz 1 1
H -1.590 -2.382 -0.534
H -0.709 0.451 1.455
C -0.386 -0.427 -0.434
C 0.988 -0.868 -0.847
C -1.398 -1.513 0.074
H -0.531 0.238 -2.393
H 1.381 -1.562 -0.198
N -0.136 0.517 0.624
H -2.962 -1.633 1.304
H 1.064 -1.315 -1.860
H 2.285 2.628 0.806
S 2.024 0.661 -0.855
N -2.141 -1.128 0.987
C 0.931 1.283 0.354
O -1.043 0.319 -1.582
H 0.892 2.455 1.954
N 1.330 2.278 1.145
*
```

Summary:
Highest occupied orbital energy (eV): -14.145
LUMO level (eV): -3.76
Gap between HOMO and LUMO (eV): 10.38

Results of the Mulliken charge analysis, in e, for atoms 1 through 6:
1 H 0.40
2 H 0.28
3 C 0.72
4 C -0.85
5 C -0.57
6 H 0.37



List of relative energies, unit kcal/mol: *1* 40.3; *2* 0.0